{
  "formula": "CH3N2O",
  "method": "the ωB97M-V functional and the def2-TZVPD basis",
  "elements": ["C", "N", "N", "O", "H", "H", "H"],
  "coordinates": [[0.972604, 0.052770, -0.032209], [-2.962162, 0.275593, -0.073188], [-1.271275, -0.654360, 0.311492], [-0.471084, 0.080819, -0.170986], [1.522378, -0.818562, -0.269658], [0.944170, 0.189255, 1.006126], [1.265367, 0.874484, -0.771577]],
  "atomic_forces_ev_per_a": [[1.2, 1.8, -1.4], [2.9, -1.7, 0.7], [-2.5, 1.3, -0.6], [-2.5, 0.1, -1.5], [-0.3, -1.6, -0.5], [1.4, 1.0, 1.5], [-0.2, -0.9, 1.7]],
  "energy_ev": -6094.668,
  "total_charge": 1,
  "fmax_ev_per_a": 3.4
}